No. 1
{"formula": "C41H63AsFN3O4STa", "method": "ωB97M-V with the def2-TZVPD basis set", "symbols": ["Ta", "C", "C", "O", "C", "C", "O", "C", "C", "O", "C", "C", "O", "H", "H", "H", "H", "H", "H", "H", "H", "H", "H", "H", "H", "H", "H", "H", "H", "F", "C", "C", "C", "C", "N", "C", "S", "N", "C", "C", "C", "C", "H", "H", "H", "H", "H", "H", "H", "H", "H", "H", "H", "H", "H", "H", "H", "H", "H", "H", "H", "H", "C", "C", "C", "C", "C", "C", "As", "N", "C", "C", "C", "C", "C", "C", "C", "C", "C", "C", "C", "C", "C", "C", "C", "C", "C", "C", "H", "H", "H", "H", "H", "H", "H", "H", "H", "H", "H", "H", "H", "H", "H", "H", "H", "H", "H", "H", "H", "H", "H", "H", "H", "H", "H"], "xyz": [[0.87368, -0.49634, 1.24965], [0.15214, -3.49168, 2.13692], [0.67082, -3.11924, 3.50117], [0.93321, -1.71660, 3.40708], [1.31704, -1.08276, 4.63826], [1.54130, 0.37023, 4.30396], [2.24444, 0.46467, 3.05428], [3.67093, 0.31682, 3.09411], [4.04008, -1.09399, 2.72957], [3.10064, -1.54682, 1.73456], [3.27496, -2.95065, 1.49685], [2.12150, -3.38405, 0.64852], [0.90037, -2.77429, 1.12697], [-0.88184, -3.16787, 2.01702], [0.19816, -4.56355, 1.94091], [1.58332, -3.64462, 3.79578], [-0.10155, -3.32482, 4.24909], [2.21161, -1.58521, 5.01772], [0.52439, -1.17659, 5.38644], [2.08097, 0.89780, 5.09124], [0.59050, 0.87675, 4.13746], [4.05172, 0.58606, 4.08088], [4.07433, 1.02612, 2.37389], [3.99655, -1.78210, 3.57903], [5.05478, -1.12335, 2.32144], [3.32135, -3.46885, 2.45845], [4.21159, -3.14401, 0.96368], [2.00768, -4.46967, 0.63634], [2.23818, -3.04938, -0.38380], [0.65920, 1.32611, 1.36550], [-4.87080, 1.49268, -0.84996], [-4.39843, 2.89291, -1.20887], [-2.92604, 3.12810, -0.88925], [-2.60325, 2.96735, 0.59223], [-2.18526, 1.58899, 0.89742], [-2.06667, 1.10550, 2.11762], [-1.35385, -0.48590, 2.46068], [-2.49403, 1.80179, 3.15091], [-2.54555, 1.40310, 4.57269], [-3.76268, 2.02070, 5.24676], [-5.10586, 1.39340, 4.87698], [-5.57742, 1.62610, 3.44345], [-5.91457, 1.34039, -1.12007], [-4.79057, 1.29321, 0.22146], [-4.28038, 0.74169, -1.37222], [-4.99918, 3.63451, -0.67597], [-4.55863, 3.08538, -2.27079], [-2.63286, 4.13461, -1.19135], [-2.29053, 2.44413, -1.46701], [-3.49426, 3.20405, 1.18121], [-1.79540, 3.63557, 0.90351], [-1.89081, 1.00733, 0.12449], [-2.90324, 2.70419, 2.94588], [-1.62394, 1.73631, 5.05465], [-2.59306, 0.31456, 4.62365], [-3.77654, 3.09752, 5.04293], [-3.60118, 1.93053, 6.32189], [-5.85234, 1.79964, 5.55987], [-5.06514, 0.32031, 5.08305], [-5.54638, 2.68789, 3.18395], [-6.60858, 1.30131, 3.32027], [-4.98671, 1.07566, 2.70768], [0.81670, 5.48703, -2.65392], [1.15267, 4.04952, -2.37859], [1.89841, 3.68336, -1.26954], [2.21484, 2.35753, -0.99981], [3.16865, 2.13711, 0.14602], [1.73492, 1.35474, -1.86508], [1.78996, -0.44989, -1.21421], [0.02968, -0.72417, -0.44694], [-1.21246, -1.02147, -1.12757], [-1.36693, -0.61377, -2.44116], [-2.47712, -1.02333, -3.16624], [-3.43222, -1.84199, -2.58115], [-3.27624, -2.23893, -1.25993], [-2.16743, -1.83456, -0.52950], [2.15809, -1.73521, -2.58119], [1.42323, -2.89673, -2.89589], [0.30521, -3.54287, -2.12735], [1.79799, -3.57683, -4.05620], [2.86818, -3.19837, -4.84460], [3.22736, -3.95047, -6.09337], [3.64153, -2.12043, -4.42739], [3.32896, -1.37514, -3.30573], [4.28587, -0.27630, -2.91505], [1.11613, 1.71452, -3.08551], [0.90841, 0.82173, -4.28839], [0.81414, 3.05413, -3.28704], [0.80318, 6.07661, -1.73907], [-0.14884, 5.58110, -3.14824], [1.56157, 5.92868, -3.31780], [2.27694, 4.45307, -0.60686], [4.00532, 2.83026, 0.04220], [3.60417, 1.13438, 0.18113], [2.69768, 2.36269, 1.09924], [-0.60779, -0.01281, -2.91670], [-2.58495, -0.71064, -4.19575], [-4.28967, -2.17086, -3.15037], [-4.00703, -2.88955, -0.80045], [-2.03450, -2.20198, 0.47553], [0.11506, -3.10348, -1.16306], [0.55565, -4.59468, -1.97149], [-0.62504, -3.51925, -2.69422], [1.23232, -4.45983, -4.33036], [2.57220, -4.80345, -6.25138], [4.25545, -4.30908, -6.04536], [3.15448, -3.29734, -6.96361], [4.53136, -1.85916, -4.98788], [5.23308, -0.42558, -3.42955], [4.51396, -0.27741, -1.84245], [3.92872, 0.71669, -3.17735], [1.05845, -0.24102, -4.11965], [1.62737, 1.12014, -5.05421], [-0.08267, 0.96873, -4.71770], [0.33705, 3.33299, -4.21995]], "forces_ev_per_a": [[0.4, -1.5, 1.5], [0.0, -0.3, -0.2], [-0.1, 0.0, 0.2], [0.0, 0.1, 0.1], [-0.1, -0.1, 0.2], [0.1, 0.1, -0.1], [0.0, 0.1, 0.0], [0.0, 0.3, 0.1], [0.1, -0.1, 0.0], [0.1, 0.1, -0.3], [0.2, 0.0, -0.1], [-0.2, -0.3, -0.3], [-0.2, -0.3, 0.2], [0.1, 0.0, 0.0], [0.1, 0.0, 0.0], [0.0, 0.0, -0.1], [0.1, 0.1, 0.0], [0.0, 0.1, 0.0], [0.0, -0.1, -0.1], [0.0, -0.1, 0.0], [0.1, 0.0, 0.0], [0.0, 0.0, 0.0], [-0.1, 0.0, 0.0], [-0.1, 0.1, 0.0], [-0.1, -0.1, 0.0], [-0.1, 0.0, 0.0], [0.0, 0.1, 0.1], [0.0, 0.1, 0.0], [0.0, 0.0, 0.1], [-0.1, 0.7, -0.3], [-0.1, 0.0, 0.0], [0.0, 0.0, 0.0], [0.1, 0.1, 0.0], [0.1, -0.1, 0.0], [0.1, -0.2, 0.1], [-0.1, -0.1, 0.0], [0.0, 0.4, -0.4], [0.2, 0.0, 0.1], [0.0, 0.0, -0.2], [0.0, 0.0, 0.0], [0.0, 0.0, 0.0], [0.0, 0.0, 0.0], [0.0, 0.0, 0.0], [0.0, 0.0, 0.0], [0.1, -0.2, -0.1], [0.0, 0.0, 0.0], [0.0, 0.0, 0.0], [0.0, 0.0, 0.0], [0.0, 0.0, 0.0], [0.0, 0.0, 0.0], [0.0, 0.0, 0.0], [0.0, 0.0, 0.0], [0.0, 0.0, 0.1], [0.0, 0.0, 0.0], [0.0, 0.1, 0.0], [0.0, 0.0, 0.0], [0.0, 0.0, 0.0], [0.0, 0.0, 0.0], [0.0, 0.0, 0.0], [0.0, 0.0, 0.0], [0.0, 0.0, 0.0], [0.0, 0.0, 0.0], [0.0, 0.0, 0.0], [0.0, 0.1, -0.1], [0.0, -0.1, 0.0], [0.0, 0.1, -0.1], [0.1, 0.0, 0.1], [-0.1, 0.2, -0.3], [-0.8, 0.6, 0.3], [-0.2, 0.3, -0.6], [0.8, 0.1, 0.2], [-0.2, 0.1, -0.2], [0.0, 0.1, 0.0], [0.0, 0.1, 0.0], [0.0, 0.0, 0.0], [-0.1, -0.1, 0.0], [0.4, -0.5, 0.0], [0.3, 0.2, -0.4], [0.0, 0.0, 0.0], [0.0, 0.0, 0.1], [0.0, -0.1, -0.2], [0.0, 0.0, 0.1], [0.1, 0.2, 0.1], [-0.2, -0.4, -0.1], [0.0, 0.0, 0.1], [0.2, 0.2, 0.0], [0.0, -0.1, 0.0], [0.0, -0.1, 0.0], [0.0, 0.0, 0.0], [0.0, 0.0, 0.0], [0.0, 0.0, 0.0], [0.0, 0.0, 0.0], [0.0, 0.0, -0.1], [-0.1, 0.0, -0.1], [0.0, 0.0, 0.1], [-0.2, 0.0, 0.2], [0.0, 0.0, 0.0], [0.0, 0.0, 0.0], [0.0, 0.0, 0.0], [0.0, 0.0, 0.0], [0.0, 0.1, 0.2], [0.0, 0.0, 0.0], [0.0, 0.0, 0.0], [0.0, 0.0, 0.0], [0.0, 0.0, 0.0], [0.0, 0.0, 0.0], [0.0, 0.0, 0.0], [0.0, 0.0, 0.0], [0.0, 0.0, 0.0], [-0.1, 0.0, 0.0], [-0.1, 0.1, 0.0], [0.0, 0.0, 0.1], [0.0, 0.0, 0.0], [0.0, 0.0, 0.0], [0.0, 0.0, 0.0]], "relative_energy_kcal_mol": 0.0, "molar_mass_g_mol": 968.9, "charge": 3, "homo_ev": -15.70, "homo_lumo_gap_ev": 6.528, "total_energy_ev": -132120.9694}

***

No. 2
{"formula": "C41H65ClEuO4P4S2Si", "method": "ωB97M-V with the def2-TZVPD basis set", "symbols": ["Eu", "C", "C", "C", "P", "C", "C", "C", "C", "C", "C", "C", "C", "C", "Si", "C", "C", "C", "C", "C", "C", "P", "C", "C", "C", "C", "C", "C", "C", "C", "C", "C", "C", "C", "P", "C", "C", "C", "C", "C", "C", "H", "H", "H", "H", "H", "H", "H", "H", "H", "H", "H", "H", "H", "H", "H", "H", "H", "H", "H", "H", "H", "H", "H", "H", "H", "H", "H", "H", "H", "H", "H", "H", "H", "H", "H", "H", "H", "H", "H", "H", "H", "H", "H", "H", "H", "H", "H", "H", "H", "H", "H", "H", "H", "H", "C", "C", "O", "P", "S", "S", "O", "C", "C", "H", "H", "H", "H", "H", "H", "H", "H", "H", "H", "Cl", "O", "C", "O", "H"], "xyz": [[-0.23208, 0.37538, -1.66392], [-1.93396, -3.65034, 3.32488], [-0.83549, -4.20806, 2.41719], [-1.40184, -5.24733, 1.45021], [-0.06686, -2.77228, 1.47606], [1.42195, -3.60407, 0.68929], [2.41046, -2.53182, 0.23120], [2.14773, -4.65239, 1.52892], [0.72119, -1.85662, 2.86360], [1.28990, -2.47478, 3.97953], [1.82534, -1.73044, 5.01746], [1.79920, -0.34633, 4.94718], [1.25076, 0.27446, 3.83691], [0.69545, -0.44858, 2.77513], [-0.16757, 0.44462, 1.24466], [0.42126, 2.25275, 1.66594], [-0.48330, 3.24615, 2.03969], [-0.13132, 4.58393, 2.10986], [1.17507, 4.96023, 1.85913], [2.11609, 3.99266, 1.54166], [1.75781, 2.65272, 1.41243], [2.97093, 1.35884, 0.92179], [4.39401, 1.67209, 2.13762], [5.13624, 0.34131, 2.32550], [5.41014, 2.79011, 1.90725], [3.55544, 1.91506, -0.76643], [3.77823, 3.39173, -1.06973], [4.74806, 1.05874, -1.20044], [-1.96086, 0.32196, 2.04033], [-2.07819, 0.39100, 3.43533], [-3.26027, 0.10026, 4.09540], [-4.36068, -0.31264, 3.35957], [-4.27686, -0.35670, 1.97696], [-3.10653, -0.00493, 1.30380], [-3.11680, 0.21668, -0.64677], [-4.03242, -1.37736, -1.10852], [-5.53813, -1.23654, -1.31808], [-3.68527, -2.57668, -0.23226], [-4.29846, 1.71593, -0.60265], [-5.52026, 1.76318, 0.31206], [-3.40881, 2.92346, -0.30197], [-2.42536, -4.45341, 3.88490], [-2.68930, -3.12786, 2.73122], [-1.52788, -2.93286, 4.03875], [-0.08087, -4.69475, 3.04085], [-2.28528, -4.85663, 0.94499], [-1.69036, -6.15498, 1.99051], [-0.67632, -5.51886, 0.68065], [1.00649, -4.08249, -0.20291], [2.75841, -1.92219, 1.06853], [1.95124, -1.87441, -0.50473], [3.27772, -2.99969, -0.24421], [2.54674, -4.22631, 2.45230], [2.99476, -5.04434, 0.95691], [1.50120, -5.49667, 1.77565], [1.32104, -3.55500, 4.05537], [2.26222, -2.23323, 5.87385], [2.20350, 0.24560, 5.76218], [1.21546, 1.35810, 3.81049], [-1.50097, 2.95653, 2.27461], [-0.88091, 5.33290, 2.34160], [1.46748, 6.00433, 1.89041], [3.13250, 4.30726, 1.34800], [3.86214, 1.88793, 3.06964], [5.77342, 0.12955, 1.46265], [4.43236, -0.48269, 2.44277], [5.77258, 0.37606, 3.21693], [5.93917, 2.65915, 0.96272], [6.15557, 2.76593, 2.71030], [4.94849, 3.77619, 1.91474], [2.70277, 1.60702, -1.38072], [4.57666, 3.82921, -0.46533], [2.85873, 3.95804, -0.92456], [4.06098, 3.49018, -2.12296], [5.68337, 1.41715, -0.76291], [4.84208, 1.09013, -2.28885], [4.60646, 0.01580, -0.90583], [-1.21220, 0.67565, 4.02035], [-3.32125, 0.18115, 5.17565], [-5.28791, -0.58273, 3.85444], [-5.15717, -0.66746, 1.42882], [-3.59006, -1.57625, -2.08290], [-6.07546, -1.16609, -0.37053], [-5.91176, -2.12203, -1.84083], [-5.76027, -0.35661, -1.92486], [-4.17745, -2.54941, 0.74097], [-2.60788, -2.62793, -0.07654], [-3.99316, -3.49416, -0.74439], [-4.63736, 1.79555, -1.63429], [-5.23741, 1.82712, 1.36206], [-6.17343, 0.90153, 0.17812], [-6.09838, 2.65969, 0.06405], [-3.02958, 2.86880, 0.71992], [-3.97691, 3.85415, -0.40604], [-2.55514, 2.97075, -0.97777], [2.29357, 2.25186, -7.11815], [2.24697, 2.74087, -5.67628], [0.94685, 2.64581, -5.13078], [0.34529, 1.32472, -4.33779], [-2.66345, 0.66480, -2.80095], [1.94823, 0.38297, -3.50230], [0.10139, 0.28518, -5.63105], [-1.20152, 0.24132, -6.19086], [-1.40726, -1.11449, -6.84092], [3.26967, 2.47237, -7.55786], [1.51216, 2.74252, -7.70210], [2.11686, 1.17680, -7.14759], [2.52010, 3.79993, -5.62901], [2.94557, 2.16889, -5.05966], [-1.30713, 1.03672, -6.94256], [-1.95377, 0.40588, -5.41189], [-0.68528, -1.25822, -7.64705], [-2.41796, -1.18221, -7.24989], [-1.27001, -1.90360, -6.10177], [0.15559, 2.92131, -1.53484], [-0.94539, -3.97327, -2.14072], [-0.97880, -2.84353, -2.61790], [-0.55724, -1.75973, -2.09895], [-1.43731, -2.72465, -3.62963]], "forces_ev_per_a": [[-0.2, -0.2, -1.0], [0.1, 0.0, 0.0], [-0.1, 0.2, 0.0], [0.1, 0.1, 0.0], [0.1, -0.5, 0.1], [0.0, 0.1, 0.1], [-0.1, -0.1, 0.0], [-0.1, 0.0, -0.1], [0.0, 0.2, 0.0], [0.0, 0.0, 0.0], [0.1, -0.1, 0.1], [0.1, 0.0, 0.0], [0.0, 0.1, 0.0], [0.1, -0.3, -0.4], [0.0, 0.3, 1.5], [0.2, 0.0, -0.2], [-0.1, -0.2, 0.1], [0.0, 0.1, 0.0], [0.1, 0.2, 0.0], [0.0, 0.0, 0.0], [-0.2, 0.0, 0.2], [0.2, 0.4, -0.1], [-0.1, -0.3, -0.1], [0.0, 0.1, 0.1], [-0.1, 0.0, 0.0], [0.0, 0.0, 0.3], [0.0, 0.0, 0.0], [-0.2, 0.0, 0.0], [0.2, 0.0, -0.2], [-0.1, 0.1, 0.1], [0.0, 0.1, 0.0], [-0.1, 0.0, -0.1], [-0.1, -0.1, 0.1], [0.5, 0.2, -0.3], [-1.6, -0.4, 0.7], [0.1, -0.1, 0.2], [0.2, 0.0, 0.0], [0.0, 0.0, 0.0], [0.2, 0.0, 0.1], [0.0, -0.1, 0.0], [0.0, 0.0, -0.1], [0.0, 0.0, 0.0], [0.0, 0.0, 0.0], [0.0, 0.0, 0.0], [0.0, 0.0, 0.0], [0.0, 0.0, -0.1], [0.0, 0.0, 0.0], [-0.1, 0.0, 0.0], [0.0, 0.0, 0.0], [0.0, 0.0, 0.0], [0.0, 0.1, 0.0], [0.0, 0.0, 0.0], [0.0, 0.0, -0.1], [0.0, 0.0, 0.0], [0.0, 0.0, 0.1], [-0.1, 0.0, 0.0], [0.0, 0.0, 0.0], [0.0, 0.0, 0.0], [0.1, 0.0, 0.0], [0.0, 0.0, -0.1], [0.0, 0.0, 0.1], [0.0, 0.0, 0.0], [-0.1, 0.0, 0.0], [-0.1, 0.0, 0.0], [0.0, 0.0, 0.0], [0.0, 0.0, 0.0], [0.0, 0.0, 0.0], [0.0, 0.0, 0.0], [0.0, 0.0, 0.0], [0.1, 0.0, 0.0], [0.1, 0.1, 0.0], [0.0, 0.0, 0.0], [0.0, 0.0, 0.0], [0.0, 0.0, 0.0], [0.0, 0.0, 0.0], [0.0, 0.0, 0.0], [0.0, 0.0, 0.0], [0.0, 0.0, 0.0], [0.0, 0.0, 0.0], [0.0, 0.0, 0.0], [0.0, 0.0, 0.0], [0.0, 0.1, 0.0], [0.0, 0.0, 0.0], [0.0, 0.0, 0.0], [-0.1, 0.0, 0.0], [0.0, 0.0, 0.0], [0.1, -0.1, 0.1], [0.0, 0.0, 0.0], [0.0, -0.1, 0.0], [0.0, 0.0, 0.0], [-0.1, 0.1, 0.1], [0.0, 0.0, 0.0], [0.0, 0.0, 0.0], [0.0, 0.0, 0.0], [0.0, 0.0, 0.0], [-0.1, -0.1, 0.2], [0.1, 0.0, -0.1], [-0.3, 0.0, 0.2], [0.6, -0.2, -1.2], [0.3, 0.2, -0.2], [0.2, -0.3, 0.1], [-0.1, 0.0, 0.0], [0.0, 0.1, -0.1], [0.0, 0.2, 0.1], [0.0, 0.0, 0.0], [0.0, 0.0, 0.0], [0.0, 0.0, 0.0], [0.0, 0.0, 0.0], [0.0, 0.1, 0.0], [0.0, 0.0, 0.0], [0.0, 0.0, 0.0], [0.0, -0.1, 0.0], [0.0, 0.0, 0.0], [0.0, 0.0, 0.0], [0.1, 0.7, 0.2], [0.1, 0.2, 0.1], [-0.3, -0.4, -0.4], [0.3, -0.4, 0.4], [0.1, 0.1, 0.1]], "molar_mass_g_mol": 1025.5, "charge": -2, "homo_ev": [-1.37, -2.07], "spin_multiplicity": 8, "homo_lumo_gap_ev": [5.700, 6.357], "total_energy_ev": -150323.0346}

***

Question: Look up the charge of the second one.
Answer: -2

***

Question: Which of these has the highest charge?
Answer: C41H63AsFN3O4STa